[1]
A molecular structure, C19H32BaCl2N3O5, computed with the ωB97M-V functional and the def2-TZVPD basis.

CARTESIAN COORDINATES (ANGSTROEM)
O: 1.50 -2.49 -3.69
C: 2.59 -2.71 -4.18
C: 3.34 -3.97 -4.06
C: 2.82 -5.04 -3.34
H: 1.86 -4.93 -2.86
C: 3.55 -6.21 -3.23
H: 3.15 -7.05 -2.67
C: 4.79 -6.32 -3.86
H: 5.35 -7.24 -3.78
C: 5.30 -5.26 -4.58
H: 6.27 -5.35 -5.07
C: 4.58 -4.08 -4.69
H: 4.97 -3.25 -5.25
H: 3.10 -1.93 -4.79
C: 2.86 0.42 1.30
C: 1.56 1.09 1.61
H: 3.70 0.83 1.88
H: 3.09 0.53 0.24
H: 2.80 -0.65 1.49
C: 1.42 2.20 2.34
C: 2.48 3.02 3.00
H: 0.42 2.60 2.47
H: 3.47 2.57 2.93
H: 2.27 3.17 4.06
H: 2.55 4.01 2.55
Ba: -0.11 0.24 0.82
Cl: 0.13 -1.79 1.93
Cl: 0.90 -0.41 -1.15
C: -0.88 0.76 3.57
O: -1.28 0.91 2.40
N: -1.47 1.31 4.63
C: -2.63 2.17 4.48
C: -0.97 1.09 5.97
H: -0.01 0.14 3.79
H: -2.87 2.26 3.43
H: -2.42 3.16 4.89
H: -3.49 1.76 5.01
H: -0.10 0.44 5.93
H: -1.73 0.62 6.59
H: -0.68 2.04 6.42
H: -2.28 4.96 -1.15
H: -2.80 3.61 -3.36
C: -1.30 4.49 -1.20
C: -1.79 3.20 -3.26
N: -1.37 3.21 -1.87
H: -0.93 4.33 -0.19
C: -1.05 2.07 -1.25
O: -0.69 2.02 -0.06
H: -1.78 2.19 -3.64
H: -1.11 1.17 -1.86
H: -0.62 5.15 -1.73
H: -1.11 3.81 -3.86
N: -4.94 -1.87 -0.75
C: -4.97 -0.51 -0.21
C: -3.59 0.00 0.10
O: -3.47 1.16 0.69
O: -2.51 -0.72 -0.15
H: -4.42 -1.89 -1.65
H: -5.93 -2.18 -0.91
H: -4.50 -2.52 -0.06
H: -5.46 0.18 -0.93
H: -5.55 -0.51 0.73

Computed properties:
LUMO level (alpha / beta), eV: 2.2 / 2.2
E, eV: -60658.960
Orbital gap (alpha / beta), eV: 2.80 / 5.89
Highest occupied orbital energy (alpha / beta), eV: -0.623 / -3.698
Net charge: -1
Molar mass, g/mol: 590.72


[2]
10 unconnected molecules or ions with the total composition C19H32Cl14O6, computed with the ωB97M-V functional and the def2-TZVPD basis.

CARTESIAN COORDINATES (ANGSTROEM)
O: -1.02 1.22 4.88
C: -1.75 2.00 4.27
C: -1.86 1.95 2.76
C: -3.08 2.75 2.51
C: -3.22 3.68 3.79
O: -2.51 2.96 4.84
H: -0.91 2.29 2.28
H: -1.85 0.91 2.47
H: -3.16 3.41 1.66
H: -3.93 2.04 2.48
H: -2.72 4.66 3.59
H: -4.19 3.87 4.28
O: -2.57 -1.99 -5.29
C: -2.87 -2.44 -4.19
C: -3.84 -3.62 -3.81
C: -3.87 -3.59 -2.27
C: -2.59 -2.78 -1.92
O: -2.24 -1.98 -3.10
H: -4.79 -3.63 -4.38
H: -3.32 -4.54 -4.16
H: -4.80 -3.07 -2.00
H: -3.85 -4.58 -1.86
H: -2.71 -2.13 -1.07
H: -1.73 -3.45 -1.75
O: 2.30 -1.98 6.70
C: 2.63 -1.83 5.50
C: 1.92 -1.00 4.46
C: 2.98 -0.93 3.32
C: 3.86 -2.21 3.53
O: 3.75 -2.45 4.98
H: 1.08 -1.59 4.08
H: 1.60 -0.06 4.91
H: 2.48 -0.95 2.37
H: 3.56 -0.01 3.36
H: 3.54 -3.11 2.97
H: 4.95 -2.07 3.33
Cl: 0.24 0.29 -4.44
C: -0.01 -0.55 -5.93
Cl: 0.89 -2.11 -5.86
H: -1.04 -0.86 -6.00
H: 0.31 0.04 -6.79
Cl: 0.86 4.91 2.81
C: 1.24 4.26 1.23
Cl: -0.10 4.60 0.10
H: 2.08 4.81 0.83
H: 1.40 3.18 1.31
Cl: 2.52 3.52 -3.43
C: 2.16 5.21 -3.26
Cl: 2.87 5.93 -1.79
H: 2.59 5.73 -4.10
H: 1.08 5.42 -3.17
Cl: 0.70 -4.63 -2.91
C: 0.93 -2.87 -2.70
Cl: 1.08 -2.34 -1.04
H: 1.87 -2.73 -3.17
H: 0.09 -2.38 -3.17
Cl: 5.88 -1.14 -1.79
C: 4.50 -0.09 -1.55
Cl: 3.67 0.27 -3.05
H: 3.79 -0.52 -0.85
H: 4.90 0.87 -1.20
Cl: -3.76 -1.13 1.49
C: -2.30 -1.92 1.95
Cl: -1.96 -1.87 3.68
H: -2.41 -2.98 1.66
H: -1.45 -1.54 1.43
Cl: 1.29 0.62 0.59
C: 0.48 1.03 -0.90
Cl: -1.15 0.55 -0.77
H: 0.51 2.11 -0.99
H: 0.97 0.53 -1.72

Computed properties:
Structure (SMILES): O=C1CCCO1.O=C1CCCO1.O=C1CCCO1.ClCCl.ClCCl.ClCCl.ClCCl.ClCCl.ClCCl.ClCCl
LUMO level, eV: 0.2
E, eV: -207821.437
Orbital gap, eV: 10.01
Highest occupied orbital energy, eV: -9.767
Molar mass, g/mol: 852.80
Energy relative to the best compared isomer or geometry (same formula, charge and spin), kcal per mole: 0.0


[3]
2 unconnected molecules or ions with the total composition C19H32ClN2O11PS3, computed with the ωB97M-V functional and the def2-TZVPD basis.

CARTESIAN COORDINATES (ANGSTROEM)
C: 3.89 -1.86 -0.51
C: 3.06 -1.30 -1.69
C: 1.58 -1.71 -1.48
Cl: 1.33 -3.10 -2.63
C: 0.52 -0.63 -1.72
C: 0.58 0.73 -1.02
C: 1.78 1.67 -1.11
C: 1.33 3.16 -1.24
C: 2.37 4.15 -0.68
S: 2.04 4.80 1.00
C: 0.32 4.47 1.46
S: -0.89 5.27 0.72
N: -0.02 3.53 2.43
C: 0.88 2.36 2.48
C: 2.12 2.52 3.40
O: 1.98 3.49 4.43
C: 0.63 3.49 4.86
C: -0.24 4.15 3.77
O: 0.09 0.37 0.30
C: -1.15 -0.17 -0.08
O: -2.08 0.01 0.61
C: -0.99 -1.02 -1.44
C: -1.24 -2.42 -0.76
C: -1.59 -3.62 -1.65
C: -2.75 -4.46 -1.09
S: -4.36 -3.69 -1.02
O: -5.26 -4.71 -0.56
O: -4.84 -3.16 -2.27
O: -4.39 -2.53 0.10
P: -2.26 -0.37 -2.60
N: -1.75 0.85 -3.47
O: -3.58 0.17 -1.83
O: -2.80 -1.47 -3.64
H: 3.56 -1.48 0.46
H: 4.95 -1.59 -0.66
H: 3.81 -2.96 -0.51
H: 3.48 -1.77 -2.58
H: 3.27 -0.23 -1.78
H: 1.49 -2.06 -0.44
H: 0.64 -0.40 -2.79
H: -0.25 1.37 -1.34
H: 2.48 1.59 -0.26
H: 2.29 1.44 -2.05
H: 1.27 3.36 -2.32
H: 0.31 3.32 -0.88
H: 3.33 3.62 -0.61
H: 2.56 4.98 -1.36
H: 0.29 1.47 2.69
H: 1.25 2.22 1.46
H: 2.96 2.81 2.76
H: 2.37 1.52 3.79
H: 0.23 2.49 5.07
H: 0.58 4.13 5.75
H: -1.30 4.00 4.03
H: -0.07 5.22 3.68
H: -2.05 -2.34 -0.03
H: -0.37 -2.71 -0.13
H: -0.74 -4.32 -1.55
H: -1.65 -3.44 -2.73
H: -2.50 -4.89 -0.09
H: -2.86 -5.31 -1.77
H: -4.08 -2.93 0.94
H: -0.78 1.05 -3.25
H: -3.39 1.07 -1.51
H: -3.73 -1.30 -3.84
C: -0.39 -4.23 2.23
O: 0.38 -3.96 3.21
O: -1.70 -4.25 2.32
O: 0.06 -4.47 1.02

Computed properties:
LUMO level, eV: 2.8
E, eV: -100039.502
Orbital gap, eV: 1.90
Highest occupied orbital energy, eV: 0.899
Net charge: -2
Molar mass, g/mol: 627.10


[4]
C19H32N2 in the gas phase, computed with the ωB97M-V functional and the def2-TZVPD basis.

CARTESIAN COORDINATES (ANGSTROEM)
C: 3.09 -3.79 -1.67
C: 3.85 -2.47 -1.50
N: 3.02 -1.33 -1.85
C: 3.75 -0.18 -2.34
C: 4.82 0.43 -1.42
C: 1.89 -1.06 -0.99
C: 2.20 -0.56 0.43
N: 1.19 -0.93 1.40
C: 1.73 -0.86 2.75
C: -0.11 -0.27 1.30
C: -1.06 -1.00 0.34
C: -2.47 -0.43 0.47
C: -2.47 1.07 0.13
C: -3.86 1.65 0.21
C: -4.57 1.65 1.41
C: -5.84 2.19 1.47
C: -6.43 2.74 0.34
C: -5.73 2.74 -0.86
C: -4.45 2.20 -0.91
C: -1.50 1.81 1.06
C: -0.09 1.22 0.95
H: 3.79 -4.62 -1.62
H: 2.35 -3.92 -0.89
H: 2.60 -3.81 -2.64
H: 4.25 -2.42 -0.48
H: 4.70 -2.47 -2.19
H: 3.02 0.59 -2.59
H: 4.25 -0.49 -3.27
H: 5.33 1.23 -1.94
H: 4.38 0.84 -0.51
H: 5.56 -0.32 -1.13
H: 1.33 -1.99 -0.90
H: 1.26 -0.34 -1.52
H: 3.13 -1.04 0.75
H: 2.39 0.53 0.42
H: 2.02 0.16 3.05
H: 0.99 -1.24 3.46
H: 2.61 -1.50 2.81
H: -0.56 -0.35 2.30
H: -0.72 -0.89 -0.69
H: -1.06 -2.06 0.59
H: -2.84 -0.58 1.48
H: -3.14 -0.95 -0.21
H: -2.11 1.18 -0.89
H: -4.13 1.23 2.30
H: -6.38 2.18 2.40
H: -7.42 3.16 0.39
H: -6.17 3.16 -1.75
H: -3.91 2.21 -1.85
H: -1.84 1.72 2.09
H: -1.48 2.87 0.80
H: 0.27 1.36 -0.08
H: 0.58 1.76 1.62

Computed properties:
Structure (SMILES): CCN(CC)CCN(C)[C@H]1CC[C@H](c2ccccc2)CC1
LUMO level, eV: 0.9
E, eV: -23202.397
Orbital gap, eV: 8.82
Highest occupied orbital energy, eV: -7.938
Molar mass, g/mol: 288.48
Energy relative to the best compared isomer or geometry (same formula, charge and spin), kcal per mole: 3.3